DFT (ωB97M-V with the def2-TZVPD basis set) results for a 2-piece molecular cluster, C3H8NO2 overall at a distorted geometry.

* charge: +1
* largest force on an atom: 3.20 eV/A
* orbital gap: 10.9019 eV
* energy above the lowest of the compared OMol25 structures with the same formula, charge and spin: 246.9 kJ/mol
* E_HOMO: -15.523 eV

Element x y z (Å)
C: 0.8756 1.1868 0.8710
C: -1.2095 -1.5473 0.2404
C: -0.2697 -0.9744 1.2872
N: 0.5423 0.0048 1.1199
O: -0.0667 2.0946 0.9765
O: 1.0611 1.3392 -1.4967
H: 1.8615 1.4925 0.7749
H: -0.6363 -2.3215 -0.2336
H: -2.1058 -2.0635 0.7052
H: -1.2956 -0.7323 -0.5500
H: -0.4178 -1.3345 2.3154
H: 1.8807 1.9678 -1.5545
H: 0.1764 2.9971 0.8087
H: 0.7551 1.0833 -2.3576

DFT (ωB97M-V with the def2-TZVPD basis set) results for C15H28FIN5NaO7P as an isolated structure at a distorted geometry.

* charge: +1
* largest force on an atom: 2.68 eV/A
* orbital gap: 7.1002 eV
* E_HOMO: -11.367 eV

Element x y z (Å)
C: 0.0360 4.2780 0.2084
C: 0.2635 3.1647 1.1822
C: -0.1997 3.4373 2.5870
N: 0.8724 2.1056 0.7945
C: 0.4931 0.8308 1.3636
N: -0.6863 0.2912 0.6776
C: -1.0686 -0.8975 1.3516
N: -2.3014 -1.0681 1.6363
C: -3.3273 -0.1121 1.2250
C: -3.7480 -0.3374 -0.2261
C: -4.7082 0.7325 -0.7004
I: -5.0219 0.5605 -2.8093
C: -2.8735 -2.3318 2.4329
O: -3.7910 -2.8198 1.7991
O: -2.3158 -2.5367 3.4562
N: -0.1399 -1.8956 1.7574
P: -0.2041 -3.3409 0.7974
N: -0.0545 -4.5917 1.6674
O: -1.5008 -3.1214 -0.0740
O: 1.0366 -3.2747 -0.2204
C: 1.2252 -1.4251 2.0189
F: 1.3031 -1.0986 3.3583
C: 1.6261 -0.1808 1.2448
C: 2.0139 -0.4183 -0.1891
O: 3.3145 -0.9602 -0.3312
C: 3.5674 -1.1768 -1.6622
O: 3.9139 0.0796 -2.3057
C: 3.5560 0.1047 -3.6896
C: 2.4635 1.1195 -4.0997
O: 1.2058 0.9435 -3.4448
H: -1.0324 4.4534 0.1045
H: 0.5051 5.1923 0.5829
H: 0.5138 4.0540 -0.7426
H: -0.7795 2.6162 3.0085
H: -0.8498 4.3077 2.6050
H: 0.6566 3.5868 3.2423
H: 0.2328 0.8588 2.4252
H: -0.5160 0.1333 -0.3110
H: -4.1950 -0.3194 1.8481
H: -3.0190 0.9109 1.4284
H: -4.2734 -1.2929 -0.2390
H: -2.8908 -0.4649 -0.8874
H: -5.6966 0.6158 -0.2683
H: -4.3506 1.7429 -0.5218
H: -0.8180 -5.2520 1.6760
H: -2.0697 -3.9034 -0.0182
H: 1.7244 -3.7917 0.2289
H: 1.9452 -2.2257 1.8677
H: 2.4932 0.2573 1.7452
H: 2.0025 0.5658 -0.6469
H: 1.2773 -1.0214 -0.7202
H: 2.6977 -1.6034 -2.1699
H: 4.4002 -1.8688 -1.7759
H: 4.4550 0.3924 -4.2404
H: 3.2452 -0.8613 -4.0825
H: 2.2951 0.9453 -5.1616
H: 2.7654 2.1818 -4.0355
H: 1.0751 1.6378 -2.7942
Na: 3.2562 2.0925 -1.9537

DFT (ωB97M-V with the def2-TZVPD basis set) results for a 2-piece molecular cluster, C5H13NOS overall.

* charge: 0
* largest force on an atom: 0.67 eV/A
* orbital gap: 9.2961 eV
* SMILES string: CNC=O.CCSC
* energy above the lowest of the compared OMol25 structures with the same formula, charge and spin: 43.8 kJ/mol
* E_HOMO: -8.512 eV

Element x y z (Å)
C: -1.1573 -2.9337 -2.4071
N: -0.3871 -1.7747 -1.9990
C: -0.7947 -1.0797 -0.9012
O: -1.8794 -1.2421 -0.3890
H: -0.9713 -3.7752 -1.7313
H: -0.9005 -3.2292 -3.4196
H: -2.2127 -2.7041 -2.3212
H: 0.6216 -1.7890 -2.1176
H: -0.0663 -0.3511 -0.5377
C: -1.0246 2.2217 0.4868
C: 0.4276 1.9490 0.8744
S: 0.5052 0.5471 2.0267
C: 2.2776 0.6629 2.3986
H: -1.0635 3.0860 -0.1741
H: -1.6055 2.3860 1.3954
H: -1.5194 1.3894 -0.0121
H: 0.8341 2.8267 1.3777
H: 1.0354 1.7004 0.0036
H: 2.8540 0.4074 1.5114
H: 2.4805 1.6887 2.7083
H: 2.5463 0.0135 3.2271

DFT (ωB97M-V with the def2-TZVPD basis set) results for a 2-piece molecular cluster, C10H18O3S overall at a distorted geometry.

* ⟨S²⟩: 2.037
* charge: 0
* largest force on an atom: 6.20 eV/A
* orbital gap (alpha / beta): 7.1898 / 7.9908 eV
* spin multiplicity: 3
* E_HOMO (alpha / beta): -6.596 / -10.257 eV

Element x y z (Å)
C: -2.3116 0.7857 1.8544
C: -1.3098 -0.2025 1.9777
C: -0.0216 -0.2726 1.2015
C: 0.2926 0.0410 -0.2898
C: 0.4245 -1.3910 -0.8766
C: 0.9237 1.2488 2.5485
C: 1.6746 0.7265 -0.2590
C: -0.5824 0.9525 -1.0849
C: -0.9771 -1.9272 -1.0219
C: 1.2409 -1.4266 -2.1522
O: 2.4250 -1.2756 1.8835
O: 0.5059 -2.5654 2.6054
O: 1.0742 -2.2109 0.1534
S: 1.0630 -1.6710 1.6413
H: -3.2358 0.7280 2.4588
H: -2.1737 1.6273 1.2493
H: -1.3766 -1.0345 2.6031
H: 1.9544 1.4933 2.5917
H: 0.5184 0.7886 3.3279
H: 0.4120 2.0990 2.0134
H: 2.4613 0.0505 0.0826
H: 1.6427 1.4589 0.4251
H: 1.9665 1.1037 -1.2457
H: -1.4701 0.5889 -1.4190
H: -0.0139 1.4362 -1.8868
H: -0.9531 1.7798 -0.5053
H: -0.7701 -2.8387 -1.4358
H: -1.4189 -1.3824 -1.8179
H: -1.6415 -1.8659 -0.2101
H: 1.0732 -0.5967 -2.7266
H: 1.0037 -2.2322 -2.7015
H: 2.1894 -1.4112 -1.8759

DFT (ωB97M-V with the def2-TZVPD basis set) results for an isolated molecule of C3H8N4O at a distorted geometry.

* charge: 0
* largest force on an atom: 4.82 eV/A
* orbital gap: 9.6444 eV
* SMILES string: [H]/N=C(NC)/C(=N\[H])NO
* energy above the lowest of the compared OMol25 structures with the same formula, charge and spin: 375.7 kJ/mol
* E_HOMO: -8.984 eV

Element x y z (Å)
H: -1.0862 0.9589 -2.6319
N: -0.1954 0.8539 -2.1586
C: -0.2201 0.2233 -1.0755
N: -1.3196 -0.1733 -0.2378
C: -1.4830 -1.1995 0.7702
C: 0.8229 0.2118 0.0073
N: 1.5667 -0.7849 0.3278
H: 1.2058 -1.6960 0.0880
N: 1.2085 1.4766 0.3914
O: 2.3651 1.5363 1.1828
H: -2.2099 0.1428 -0.6149
H: -1.5125 -2.2064 0.3311
H: -0.6797 -1.1234 1.5042
H: -2.4180 -1.0319 1.3118
H: 1.2333 2.1849 -0.3341
H: 2.7223 0.6271 1.1380

DFT (ωB97M-V with the def2-TZVPD basis set) results for CH12Ba2O9 as an isolated structure at a distorted geometry.

* charge: +2
* largest force on an atom: 3.55 eV/A
* orbital gap: 7.6796 eV
* energy above the lowest of the compared OMol25 structures with the same formula, charge and spin: 100.5 kJ/mol
* E_HOMO: -15.465 eV

Element x y z (Å)
Ba: -1.0622 1.8596 -2.9135
Ba: -0.1620 2.3999 2.5228
C: 0.0840 0.7187 -0.1164
O: 0.4580 0.2253 0.9905
O: 0.2581 1.9848 -0.3274
O: -0.8276 0.1442 -0.8194
O: 1.8383 -1.5099 2.8959
H: 2.3649 -1.9490 2.2195
H: 1.3857 -0.7897 2.4374
O: -0.9894 4.0420 -1.2776
H: -0.2277 3.6501 -0.8024
H: -0.7610 4.9776 -1.4042
O: -3.5493 -0.3186 -0.2051
H: -3.6081 -1.0862 0.3808
H: -2.6095 -0.2510 -0.4132
O: 3.3942 -0.0258 -0.3535
H: 3.6565 -0.9145 -0.6266
H: 2.5262 -0.1346 0.0522
O: -0.1934 -2.3179 -2.1153
H: 0.6654 -2.6698 -1.8542
H: -0.2565 -1.4359 -1.7081
O: -1.1254 -2.2621 1.3471
H: -0.4100 -2.8859 1.1875
H: -0.8491 -1.4513 0.9034

DFT (ωB97M-V with the def2-TZVPD basis set) results for a 2-piece molecular cluster, C2H8N4O overall at a distorted geometry.

* charge: 0
* largest force on an atom: 2.14 eV/A
* orbital gap: 8.8131 eV
* SMILES string: N=C(N)N.NC=O
* energy above the lowest of the compared OMol25 structures with the same formula, charge and spin: 61.1 kJ/mol
* E_HOMO: -8.287 eV

Element x y z (Å)
N: 0.8959 2.1033 2.3059
C: 0.9368 1.3724 1.2401
N: 0.6701 -0.0047 1.2290
N: 0.9919 1.9070 -0.0134
H: 1.2854 1.5587 3.0766
H: 0.3896 -0.3513 2.1358
H: 0.0199 -0.3231 0.5206
H: 0.4114 1.4720 -0.7154
H: 1.0885 2.9048 -0.0517
N: -1.5124 -2.0862 -1.1215
C: -0.6349 -1.5135 -1.9740
O: -0.1882 -0.3914 -1.8820
H: -2.0627 -1.4930 -0.5242
H: -1.9175 -2.9551 -1.4283
H: -0.3739 -2.1999 -2.7973